No. 1
The following is a DFT calculation (ωB97M-V/def2-TZVPD) of a cluster of 2 separate species, C3H4N2O4S in total in a non-equilibrium geometry.

Positions of all 14 atoms, in Å:
C1 0.568 -1.432 -0.171
C2 1.210 0.815 0.687
C3 -0.316 -0.310 -0.277
N1 -1.431 -0.161 0.500
N2 -2.385 0.576 -0.012
O1 1.527 -1.414 -1.123
O2 -2.456 0.960 -1.231
O3 0.539 -2.252 0.779
O4 -3.308 0.894 0.811
S1 2.841 0.833 0.130
H1 0.952 0.354 1.634
H2 0.712 1.730 0.439
H3 -0.549 0.122 -1.289
H4 2.097 -0.715 -0.876

Computed properties:
Spin multiplicity: 1
Frontier orbital gap: 5.4 eV
Net charge: -2
HOMO level: 0.3 eV

No. 2
The following is a DFT calculation (ωB97M-V/def2-TZVPD) of an isolated molecule of C4H7NO in a non-equilibrium geometry.

Positions of all 13 atoms, in Å:
O1 -2.097 -0.638 0.724
C1 -1.284 0.010 -0.224
C2 -0.217 0.955 0.375
N1 0.787 0.128 -0.320
C3 2.039 -0.008 -0.028
C4 -0.162 -0.768 -0.821
H1 -1.581 -1.391 1.048
H2 -1.931 0.494 -0.949
H3 -0.048 0.888 1.451
H4 -0.313 2.007 0.074
H5 2.334 0.278 0.974
H6 2.549 -0.787 -0.574
H7 -0.107 -1.171 -1.823

Computed properties:
Spin multiplicity: 1
Frontier orbital gap (spin up / spin down): 7.5 / 7.7 eV
Net charge: 0
HOMO level (spin up / spin down): -7.1 / -7.2 eV
Relative energy (zero: lowest compared OMol25 entry of this formula, charge and spin): 4.476 eV

No. 3
The following is a DFT calculation (ωB97M-V/def2-TZVPD) of a structure of composition C4H8Si in a non-equilibrium geometry.

Positions of all 13 atoms, in Å:
C1 -0.106 0.524 -2.526
C2 -0.404 -0.176 -1.440
C3 0.641 -0.794 1.588
C4 0.394 0.533 1.748
Si1 -0.845 0.566 0.230
H1 0.016 -0.079 -3.459
H2 -0.109 1.582 -2.566
H3 -0.511 -1.223 -1.556
H4 1.328 -1.106 0.880
H5 0.027 -1.552 1.966
H6 -0.054 0.933 2.716
H7 1.322 1.173 1.628
H8 -1.700 -0.381 0.789

Computed properties:
Spin multiplicity: 1
Frontier orbital gap: 7.5 eV
Net charge: 0
HOMO level: -7.5 eV
Relative energy (zero: lowest compared OMol25 entry of this formula, charge and spin): 2.684 eV

No. 4
The following is a DFT calculation (ωB97M-V/def2-TZVPD) of a structure of composition C15H18F2N5OPtS in a non-equilibrium geometry.

Positions of all 43 atoms, in Å:
Pt1 0.920 -0.583 -0.625
F1 -3.150 1.468 2.344
C1 -1.828 1.343 2.173
C2 -1.355 0.628 1.081
C3 0.008 0.518 0.875
C4 0.917 1.118 1.771
C5 0.391 1.778 2.885
F2 1.218 2.284 3.816
C6 -0.968 1.918 3.091
C7 2.346 1.027 1.452
C8 3.319 1.927 1.885
C9 4.621 1.790 1.434
C10 4.945 0.754 0.570
C11 3.935 -0.110 0.194
N1 2.687 0.026 0.622
H1 -2.075 0.174 0.415
H2 -1.343 2.464 3.941
H3 3.058 2.743 2.537
H4 5.379 2.488 1.751
H5 5.946 0.616 0.197
H6 4.136 -0.952 -0.455
N2 0.230 -4.274 1.368
C12 0.874 -3.601 0.399
N3 2.213 -3.774 0.318
O1 0.267 -2.888 -0.411
H7 0.697 -4.914 1.985
H8 -0.766 -4.165 1.454
H9 2.741 -4.289 0.998
H10 2.719 -3.242 -0.368
C13 -1.330 -2.137 -3.503
N4 -0.394 -1.124 -3.072
C14 0.878 -1.017 -3.479
S1 1.860 0.183 -2.753
N5 1.337 -1.795 -4.451
C15 2.690 -1.813 -4.949
H11 -2.270 -1.962 -2.988
H12 -0.980 -3.141 -3.244
H13 -1.507 -2.080 -4.580
H14 -0.681 -0.474 -2.334
H15 0.703 -2.469 -4.858
H16 3.297 -1.108 -4.386
H17 2.706 -1.533 -6.003
H18 3.114 -2.814 -4.846

Computed properties:
Spin multiplicity: 1
Frontier orbital gap (spin up / spin down): 6.9 / 6.9 eV
Net charge: +1
HOMO level (spin up / spin down): -10.7 / -10.8 eV